# C24H29F3N9O2TeTi

C24H29F3N9O2TeTi as an isolated structure at a distorted geometry (wB97M-V/def2-TZVPD, OMol25).

Properties
Energy above the lowest of the compared OMol25 structures with the same formula, charge and spin ... 0.0000 eV
E_HOMO (spin up / spin down) ... -10.139 / -10.143 eV
Lowest unoccupied orbital energy (spin up / spin down) ... -3.2 / -3.2 eV
Gap between HOMO and LUMO (spin up / spin down) ... 6.914 / 6.941 eV
Net charge ... +1
Multiplicity ... 1
Calculated total energy ... -2992.249883 a.u.

Last column: Löwdin charge in e.
Atoms and positions in Å:
1 Ti 0.26528 -0.63295 1.35942  0.63
2 C -0.68016 -1.42552 4.15771  -0.14
3 C -2.05823 -1.76921 3.60142  -0.15
4 N -2.08794 -1.67067 2.12396  -0.08
5 C -3.30196 -1.07681 1.58173  -0.13
6 C -3.17401 0.41610 1.38919  -0.24
7 C -4.30004 1.19751 1.18069  0.00
8 C -4.13856 2.55533 0.97558  -0.02
9 C -2.86224 3.09690 0.99896  0.00
10 C -1.78852 2.25336 1.21080  -0.28
11 C -0.36560 2.75206 1.17784  -0.14
12 N 0.52032 1.82079 1.86568  -0.16
13 C 0.54058 2.03483 3.33572  -0.17
14 C 0.66933 0.72986 4.11006  -0.19
15 N -0.21568 -0.23026 3.40959  -0.18
16 N -1.94285 0.93477 1.39541  0.09
17 H 0.04340 -2.23031 4.03432  0.11
18 H -0.74933 -1.19464 5.22180  0.13
19 H -2.78594 -1.05456 3.99519  0.13
20 H -2.36871 -2.75816 3.94298  0.13
21 H -1.95794 -2.58383 1.71066  0.10
22 H -4.17862 -1.28070 2.20483  0.13
23 H -3.50608 -1.53013 0.60903  0.14
24 H -5.28297 0.74418 1.18387  0.13
25 H -4.99910 3.19004 0.80867  0.12
26 H -2.70034 4.15764 0.85678  0.13
27 H -0.31795 3.76116 1.59773  0.13
28 H -0.04099 2.82829 0.13675  0.13
29 H 1.46120 1.89090 1.49781  0.00
30 H -0.41042 2.50397 3.60287  0.13
31 H 1.32975 2.73167 3.61971  0.13
32 H 0.32865 0.87088 5.13828  0.13
33 H 1.68204 0.33964 4.11219  0.07
34 H -1.06333 0.29904 3.20738  0.08
35 F 0.64193 -5.19796 0.05607  0.16
36 C 0.14906 -4.89116 1.26590  -0.54
37 F 0.44995 -5.85862 2.11522  0.19
38 F -1.19519 -4.82849 1.15390  0.14
39 C 0.71456 -3.53783 1.74770  -0.51
40 O 1.47840 -3.49670 2.66497  0.12
41 O 0.19888 -2.52381 1.06147  -0.25
42 C 1.53105 -2.24151 -1.62811  -0.01
43 C 0.57698 -1.10676 -1.75125  -0.32
44 N -0.01456 -0.40878 -0.77877  0.00
45 C -0.86656 0.49391 -1.42216  -0.09
46 C -0.74179 0.36894 -2.75588  -0.01
47 N 0.16083 -0.65413 -2.94954  0.00
48 C 0.68466 -1.04143 -4.25743  -0.05
49 N 1.32248 0.08190 -4.87491  -0.07
50 N 0.85923 0.51811 -6.07952  0.06
51 N 1.53667 1.53497 -6.44729  0.08
52 C 2.48985 1.79312 -5.47373  -0.23
53 C 3.45799 2.80002 -5.42003  0.00
54 C 4.26689 2.82971 -4.30990  -0.07
55 C 4.12022 1.88251 -3.26930  -0.07
56 C 3.17002 0.88743 -3.31211  0.00
57 C 2.35780 0.86571 -4.45570  -0.17
58 H 1.79930 -2.39726 -0.59202  0.01
59 H 2.45204 -2.03368 -2.17585  0.09
60 H 1.08747 -3.15586 -2.02643  0.11
61 H -1.49739 1.17267 -0.88742  0.09
62 H -1.19528 0.89480 -3.57886  0.14
63 H -0.12801 -1.34129 -4.91378  0.15
64 H 1.36569 -1.87653 -4.12246  0.14
65 H 3.55705 3.51824 -6.22273  0.12
66 H 5.03243 3.58890 -4.22457  0.11
67 H 4.77927 1.94049 -2.41233  0.11
68 H 3.07534 0.17800 -2.50082  0.09
69 Te 2.75967 -0.42879 1.42309  0.58

***

# C4H9ClN2S

One molecule with the formula C4H9ClN2S at a distorted geometry (wB97M-V/def2-TZVPD, OMol25).

Properties
Energy above the lowest of the compared OMol25 structures with the same formula, charge and spin ... 4.5355 eV
E_HOMO (spin up / spin down) ... -6.839 / -7.034 eV
Lowest unoccupied orbital energy (spin up / spin down) ... 0.4 / 0.6 eV
Gap between HOMO and LUMO (spin up / spin down) ... 7.208 / 7.622 eV
Multiplicity ... 1
Calculated total energy ... -1125.507362 a.u.

Last column: Löwdin charge in e.
Atoms and positions in Å:
1 C -0.84193 -0.13004 -0.67525  -0.36
2 C 1.49979 0.11615 -1.34450  -0.01
3 C -1.68413 -0.38376 0.45814  -0.46
4 C 0.58867 -1.40539 1.11067  -0.92
5 N 0.48853 0.15930 -0.38769  -0.36
6 N 0.49332 1.20392 0.53314  0.05
7 S -1.10220 -1.97493 1.20687  0.80
8 Cl 1.93894 -2.50809 0.73272  0.51
9 H -0.90858 -1.01195 -1.25513  0.11
10 H -1.29098 0.62924 -1.38622  0.16
11 H 2.41488 0.60308 -1.04862  0.04
12 H 1.47624 -0.65463 -2.13280  0.06
13 H -1.39024 0.36358 1.19627  0.07
14 H -2.72135 -0.52401 0.08503  0.10
15 H 0.71323 -0.85073 1.98488  -0.02
16 H 0.20746 2.10293 0.21933  0.10
17 H 1.38202 1.20293 1.05634  0.12

***

# C23H19N3O3

One molecule with the formula C23H19N3O3 (wB97M-V/def2-TZVPD, OMol25).

Properties
Energy above the lowest of the compared OMol25 structures with the same formula, charge and spin ... 1.2822 eV
E_HOMO ... -8.480 eV
Structure (SMILES) ... Cc1ccc(-c2nc3ccccc3c(=O)n2NC(=O)COc2ccccc2)cc1
Lowest unoccupied orbital energy ... 0.4 eV
Gap between HOMO and LUMO ... 8.846 eV
Multiplicity ... 1
Calculated total energy ... -1277.877855 a.u.

Last column: Löwdin charge in e.
Atoms and positions in Å:
1 C 3.73677 2.08069 1.86293  -0.05
2 C 2.38846 1.48849 1.59505  -0.28
3 C 2.26293 0.18857 1.12096  -0.05
4 C 1.01937 -0.36947 0.89890  -0.02
5 C -0.13397 0.36446 1.16276  -0.16
6 C -0.01569 1.66336 1.64860  -0.01
7 C 1.23173 2.21789 1.84943  -0.03
8 H 1.31301 3.23050 2.21742  0.11
9 H -0.91269 2.22481 1.85449  0.12
10 C -1.46937 -0.22408 1.01557  -0.22
11 N -2.33204 -0.04125 1.94886  0.19
12 C -3.55875 -0.63451 1.85745  -0.20
13 C -4.49655 -0.41708 2.87432  -0.01
14 C -5.72992 -1.02262 2.81377  -0.07
15 C -6.06491 -1.85727 1.74667  -0.08
16 C -5.16000 -2.08018 0.73486  -0.01
17 C -3.90184 -1.47492 0.78107  -0.07
18 C -2.95298 -1.65589 -0.30234  -0.34
19 O -3.11142 -2.30323 -1.31867  0.09
20 N -1.73897 -0.98448 -0.10083  0.08
21 N -0.87101 -0.97138 -1.18877  0.13
22 C -0.81436 0.12717 -1.99403  -0.44
23 O -1.27549 1.20150 -1.69866  0.11
24 C -0.05151 -0.16212 -3.28826  -0.09
25 O 1.09717 -0.94736 -3.08016  -0.04
26 C 2.20974 -0.33872 -2.55623  -0.26
27 C 2.25655 0.97232 -2.10144  -0.02
28 C 3.45319 1.48992 -1.63327  -0.09
29 C 4.59558 0.71284 -1.59681  -0.11
30 C 4.53940 -0.60438 -2.02508  -0.08
31 C 3.35685 -1.12872 -2.50467  -0.01
32 H 3.29688 -2.14714 -2.85514  0.12
33 H 5.42334 -1.22396 -1.99280  0.10
34 H 5.52549 1.12729 -1.23725  0.10
35 H 3.48181 2.51378 -1.29288  0.11
36 H 1.37806 1.59720 -2.09426  0.11
37 H -0.70224 -0.75630 -3.93923  0.15
38 H 0.18079 0.78375 -3.79022  0.14
39 H -0.68666 -1.88284 -1.59373  0.17
40 H -5.39327 -2.71506 -0.10657  0.12
41 H -7.03709 -2.32546 1.71684  0.10
42 H -6.45008 -0.85247 3.60069  0.10
43 H -4.22219 0.22979 3.69221  0.11
44 H 0.95146 -1.38941 0.55008  0.12
45 H 3.14934 -0.39546 0.92122  0.11
46 H 4.50559 1.56621 1.29272  0.06
47 H 3.75263 3.13887 1.61186  0.08
48 H 3.97686 1.98637 2.92253  0.09

***

# C21H28N4O6S

One molecule with the formula C21H28N4O6S at a distorted geometry (wB97M-V/def2-TZVPD, OMol25).

Properties
Energy above the lowest of the compared OMol25 structures with the same formula, charge and spin ... 0.3460 eV
E_HOMO ... -8.052 eV
Structure (SMILES) ... COc1cc(C(=O)NCc2nnc(SCC(=O)N3CCC(C)CC3)o2)cc(OC)c1OC
Lowest unoccupied orbital energy ... 0.6 eV
Gap between HOMO and LUMO ... 8.635 eV
Multiplicity ... 1
Calculated total energy ... -1885.653196 a.u.

Last column: Löwdin charge in e.
Atoms and positions in Å:
1 C -2.88585 -3.00502 -0.28352  -0.07
2 H -2.54813 -2.91047 -1.32017  0.10
3 O -3.91445 -2.09287 0.01391  -0.11
4 C -3.64503 -0.75098 -0.08480  -0.17
5 C -2.40268 -0.26325 -0.46968  0.05
6 C -2.14673 1.09820 -0.52981  -0.13
7 C -3.15427 2.00752 -0.22166  0.03
8 C -4.40637 1.54220 0.13758  -0.18
9 C -4.67181 0.15595 0.21994  -0.11
10 O -5.94303 -0.12470 0.60664  -0.04
11 C -6.44730 -1.44043 0.58679  -0.06
12 H -6.36572 -1.89042 -0.40484  0.10
13 H -5.94494 -2.07989 1.31525  0.09
14 H -7.49917 -1.34064 0.85465  0.10
15 O -5.47137 2.33647 0.43797  -0.06
16 C -5.30325 3.73042 0.38384  -0.08
17 H -5.03162 4.06767 -0.62222  0.10
18 H -4.54885 4.07543 1.09927  0.10
19 H -6.27060 4.15109 0.65361  0.10
20 H -2.96815 3.06488 -0.30892  0.11
21 C -0.78746 1.51573 -0.94608  -0.43
22 O -0.08277 0.84727 -1.67541  0.08
23 N -0.38719 2.74221 -0.47567  0.07
24 H -0.84313 3.07971 0.35767  0.14
25 C 0.99274 3.12311 -0.63681  -0.09
26 C 1.85437 2.45208 0.37420  -0.31
27 N 1.46349 1.77227 1.40207  0.10
28 N 2.56449 1.24974 1.98165  0.05
29 C 3.57286 1.64792 1.27398  -0.69
30 O 3.19610 2.43748 0.24434  0.09
31 S 5.23642 1.23614 1.49706  1.01
32 C 5.72460 1.12124 -0.26795  -0.32
33 C 4.61761 0.56454 -1.16562  -0.53
34 O 4.20907 1.25671 -2.07999  0.05
35 N 4.12903 -0.65492 -0.89273  -0.05
36 C 4.63478 -1.61623 0.06206  -0.16
37 H 5.50493 -1.22601 0.58597  0.08
38 C 3.54747 -2.00178 1.06653  -0.15
39 H 3.94948 -2.74926 1.75222  0.12
40 C 2.31852 -2.55102 0.34058  -0.38
41 C 1.20443 -2.87552 1.32973  -0.06
42 H 0.88194 -1.97067 1.83988  0.08
43 H 1.54916 -3.58819 2.07553  0.08
44 H 0.35101 -3.30716 0.81091  0.06
45 C 1.85324 -1.51833 -0.68539  -0.15
46 C 2.98294 -1.14377 -1.63974  -0.12
47 H 2.65823 -0.35586 -2.32024  0.12
48 H 3.28998 -2.01915 -2.22424  0.13
49 H 1.01827 -1.90237 -1.27154  0.12
50 H 1.50398 -0.62330 -0.16833  0.10
51 H 2.60381 -3.46929 -0.18801  0.14
52 H 3.25980 -1.12697 1.65272  0.09
53 H 4.94226 -2.51078 -0.49694  0.13
54 H 6.62353 0.50632 -0.28640  0.08
55 H 5.96219 2.12290 -0.62714  0.09
56 H 1.09507 4.21012 -0.56680  0.14
57 H 1.32719 2.79520 -1.62808  0.14
58 H -1.59496 -0.92817 -0.72424  0.11
59 H -3.32437 -3.99116 -0.13578  0.10
60 H -2.03378 -2.88192 0.39224  0.08